The following is a DFT calculation (wB97M-V/def2-TZVPD) of a molecular structure, C38H45MoN4O3Si.

Structure (ORCA input):
```
! wB97M-V def2-TZVPD RIJCOSX def2/J DEFGRID3
* xyz 3 1
Mo -0.48963 2.49510 0.11165
O -2.10875 7.66971 -1.12386
C -3.14770 6.86021 -1.32968
C -4.36082 7.46123 -1.67494
C -5.47126 6.68959 -1.91529
C -5.42362 5.28888 -1.81770
C -4.24885 4.68546 -1.46727
C -3.08764 5.45238 -1.21145
C -1.87479 4.80015 -0.83838
O -1.91606 3.44382 -0.58944
N -0.72552 5.37537 -0.69457
N 0.24126 4.46372 -0.30374
C 1.45862 4.88741 -0.31597
C 2.60630 4.05993 -0.01309
C 3.87312 4.64920 0.04188
C 4.99668 3.88322 0.30347
C 4.87048 2.51592 0.50545
C 3.62430 1.90021 0.44719
C 2.51698 2.67726 0.18805
O 1.27456 2.07345 0.13807
H -1.30076 7.15870 -0.95318
H -4.38941 8.53884 -1.75563
H -6.39968 7.17221 -2.19063
H -6.30616 4.70089 -2.02301
H -4.19007 3.60835 -1.39012
H 1.62400 5.92568 -0.58798
H 3.96601 5.71510 -0.12327
H 5.97040 4.35011 0.34555
H 5.74908 1.91775 0.70547
H 3.51096 0.83579 0.59781
C -0.59741 3.39814 4.36492
C -0.21219 3.33761 3.02743
N -0.84080 2.55809 2.14807
C -1.88453 1.78513 2.57283
C -2.36256 1.82933 3.88066
C -1.68332 2.66656 4.78783
C -3.50295 1.02806 4.23109
C -4.09906 0.23360 3.31547
C -3.59681 0.15107 1.97166
C -4.17627 -0.64630 0.96432
C -3.63651 -0.64747 -0.29978
C -2.51158 0.13679 -0.56419
N -1.92868 0.88305 0.36670
C -2.48226 0.90846 1.61441
H -0.05331 4.03959 5.04293
H 0.60652 3.93632 2.64908
H -2.01956 2.72903 5.81543
H -3.88144 1.08160 5.24330
H -4.96777 -0.35390 3.58187
H -5.05391 -1.24026 1.18797
H -4.07642 -1.23068 -1.09591
H -2.07253 0.16587 -1.55381
C 1.78664 -5.02556 1.93821
C 2.46001 -4.22056 0.81997
C 3.73066 -4.99047 0.36261
C 2.85414 -2.84069 1.37965
Si 1.49053 -4.05959 -0.77145
C 0.03443 -5.19000 -1.10331
C 0.72476 -6.57183 -1.27343
C -0.93044 -5.24773 0.09780
C -0.79363 -4.88646 -2.35961
C 2.14775 -2.97248 -2.15208
C 2.61665 -4.04289 -3.18007
C 3.34834 -2.07457 -1.82447
C 1.07748 -2.08802 -2.81747
H 2.48396 -5.07917 2.77710
H 1.56120 -6.05045 1.64625
H 0.87290 -4.55549 2.30067
H 4.37350 -5.12808 1.23578
H 4.31648 -4.45857 -0.38683
H 3.50005 -5.98724 -0.02005
H 3.35220 -2.99420 2.33932
H 1.98408 -2.20494 1.56723
H 3.54571 -2.30616 0.73425
H 1.28437 -6.88104 -0.38943
H 1.38780 -6.61354 -2.13970
H -0.05749 -7.31824 -1.43301
H -0.49358 -5.72238 0.97117
H -1.79716 -5.84307 -0.19622
H -1.30036 -4.26084 0.38823
H -0.20439 -4.81994 -3.27218
H -1.37454 -3.96883 -2.25311
H -1.50250 -5.70541 -2.49713
H 3.47825 -4.60851 -2.81762
H 2.93144 -3.52191 -4.08746
H 1.83876 -4.74842 -3.46967
H 4.16879 -2.59799 -1.33872
H 3.05745 -1.22552 -1.20471
H 3.73738 -1.67786 -2.76520
H 0.20562 -2.64022 -3.15887
H 1.54856 -1.66986 -3.71315
H 0.74549 -1.20662 -2.25099
*
```

Output
* E_LUMO (spin up / spin down): -9.2 / -9.3 eV
* molecular weight: 729.83 g/mol
* energy above the lowest of the compared OMol25 structures with the same formula, charge and spin: 0.0 kcal/mol
* E: -2276.6231 Ha
* maximum force: 0.5 eV Å⁻¹